# 1
ORCA calculation (ωB97M-V/def2-TZVPD) on a 2-piece molecular cluster, CH4BrClOSi overall in a non-equilibrium geometry.

Each line ends with the natural charge from an NBO analysis.
Atoms and positions in Å:
C 0.33822 0.03953 -2.05384  -0.2803
O 0.06394 -1.15912 0.22979  -1.0133
Si -0.22048 -0.10427 1.37752  1.2030
Cl 1.29933 1.33803 -1.46299  0.0933
Br -1.35228 0.42732 -2.63658  0.2067
H 0.36643 -0.77229 -1.03672  0.3401
H 0.88562 0.87192 1.62573  -0.2219
H -0.00004 -1.41302 2.20436  -0.1301
H -1.38073 0.77190 1.75274  -0.1973

Energy (eV): -93587.2339
Molar mass (g mol⁻¹): 175.49
Orbital gap (alpha / beta) (Eh): 0.235 / 0.286
Strongest force on any atom (eV/Å): 4.2
ΔE to the lowest compared entry with this formula, charge and spin (eV): 4.8195
HOMO (alpha / beta) (eV): -9.1 / -9.7

# 2
ORCA calculation (ωB97M-V/def2-TZVPD) on C34H26N3P2RuS2 as an isolated structure.

Each line ends with the natural charge from an NBO analysis.
Atoms and positions in Å:
Ru 0.97405 -0.06497 0.34870  -0.0598
C 0.46672 3.29193 0.22776  -0.7443
P -0.09436 1.83780 1.19227  1.0781
C 1.15029 1.64666 2.50460  -0.3097
C 2.49749 1.84244 2.18914  -0.2448
C 3.48837 1.46636 3.08918  -0.1901
C 3.13983 0.90470 4.30510  -0.1857
C 1.79799 0.72271 4.63204  -0.2001
C 0.80987 1.08011 3.73709  -0.2021
C -1.64891 2.23138 2.01881  -0.3942
C -1.92048 3.52351 2.46939  -0.1247
C -3.10967 3.79128 3.12551  -0.2248
C -4.03041 2.77095 3.33825  -0.1901
C -3.76446 1.48524 2.89400  -0.1968
C -2.57582 1.21534 2.22832  -0.1879
C 1.22637 2.75676 -0.95126  0.0946
C 1.57148 3.34366 -2.14381  -0.2864
C 2.01126 2.30217 -3.00851  -0.3146
C 1.94157 1.13667 -2.28736  0.1609
C 1.92287 -0.30785 -2.67881  -0.7845
P 0.50341 -0.90384 -1.68340  1.4166
C -0.97505 -0.12727 -2.39394  -0.4233
C -1.07213 0.14812 -3.75494  -0.1710
C -2.21779 0.73882 -4.26599  -0.2090
C -3.27816 1.04589 -3.42602  -0.1794
C -3.19268 0.76573 -2.06970  -0.2341
C -2.04265 0.18782 -1.55522  -0.1322
C 0.29269 -2.67866 -1.91599  -0.3389
C -0.92822 -3.26933 -1.59613  -0.1991
C -1.07275 -4.64486 -1.66598  -0.2041
C -0.00256 -5.43626 -2.05961  -0.1820
C 1.21069 -4.85254 -2.39215  -0.1942
C 1.36149 -3.47610 -2.31875  -0.2148
N 1.50115 1.40855 -1.01199  -0.5476
H 1.04426 3.96218 0.87025  0.2447
H -0.41841 3.83627 -0.11012  0.2572
H 2.78117 2.27331 1.23582  0.2371
H 4.52932 1.60474 2.82950  0.2228
H 3.91047 0.60430 5.00281  0.2208
H 1.52622 0.28500 5.58363  0.2218
H -0.23088 0.90309 3.98127  0.2245
H -1.20010 4.31745 2.31143  0.2082
H -3.32064 4.79380 3.47395  0.2205
H -4.95931 2.98311 3.85148  0.2203
H -4.48032 0.69144 3.06138  0.2224
H -2.36101 0.21041 1.88220  0.2313
H 1.47200 4.38928 -2.39063  0.2165
H 2.30241 2.39881 -4.04256  0.2184
H 2.80751 -0.86427 -2.36379  0.2598
H 1.78303 -0.45204 -3.74934  0.2471
H -0.25483 -0.08765 -4.42377  0.2139
H -2.28073 0.96068 -5.32323  0.2188
H -4.17103 1.50583 -3.82942  0.2160
H -4.01673 1.00503 -1.40989  0.2182
H -1.95820 -0.01110 -0.49446  0.2177
H -1.76033 -2.65612 -1.27154  0.2245
H -2.01502 -5.10094 -1.39344  0.2242
H -0.11051 -6.51227 -2.09231  0.2227
H 2.05106 -5.46934 -2.68070  0.2262
H 2.32313 -3.03391 -2.54416  0.2225
S 2.72933 -1.55809 0.37273  0.0684
C 1.98138 -3.05118 0.82994  -0.3037
C 2.76624 -4.23897 0.68359  0.2640
N 3.41363 -5.17806 0.53539  -0.2967
C 0.71077 -3.09331 1.31299  -0.3094
S -0.21894 -1.64921 1.51343  0.0466
C 0.09514 -4.32951 1.69059  0.2742
N -0.41151 -5.32172 1.97641  -0.3013

Energy (eV): -82982.1654
Molar mass (g mol⁻¹): 703.75
Orbital gap (alpha / beta) (Eh): 0.258 / 0.241
Strongest force on any atom (eV/Å): 0.2
Multiplicity: 2
ΔE to the lowest compared entry with this formula, charge and spin (eV): 0.0000
HOMO (alpha / beta) (eV): -7.5 / -7.8

# 3
ORCA calculation (ωB97M-V/def2-TZVPD) on C13H22AuBI2O3P2 as an isolated structure in a non-equilibrium geometry.

Each line ends with the natural charge from an NBO analysis.
Atoms and positions in Å:
I 3.91235 1.32993 1.83256  0.0343
I -0.95926 0.78287 3.55987  0.1052
Au -0.08982 0.97857 -1.14564  0.5860
P 0.23389 3.05149 -0.10657  1.0477
C 0.70634 3.39518 1.59920  -0.9884
C 1.23514 4.22178 -1.05824  -0.9358
H 1.12760 5.18018 -0.53253  0.2834
H -1.21750 4.85682 0.27337  0.2703
H 0.85686 4.30029 -2.08460  0.2663
H -1.79098 3.84635 -1.12306  0.2570
H 1.71564 2.97975 1.81044  0.2794
H 2.27914 3.89228 -1.04520  0.2765
C -1.39250 3.84224 -0.10377  -0.9452
H 0.68174 4.50222 1.68231  0.2741
H -2.04071 3.27665 0.57424  0.2669
H -0.04895 2.96017 2.28956  0.2755
P -0.07451 -0.64215 -2.74599  0.9073
C 0.80226 -2.10422 -2.12538  -0.9567
C -1.73284 -1.28187 -3.11193  -0.9463
H 0.35890 0.57428 -4.79350  0.2599
H 0.74560 -1.14968 -5.01224  0.2864
H 1.83146 -0.09376 -4.09898  0.2669
C 0.78527 -0.30589 -4.31404  -0.9289
H -2.38106 -0.44940 -3.41829  0.2593
H -1.75702 -2.05665 -3.89899  0.2809
H 1.41174 -2.56103 -2.92392  0.2739
H 0.06951 -2.84019 -1.75124  0.2657
H -2.14991 -1.70674 -2.18370  0.2650
H 1.44188 -1.81948 -1.27401  0.2881
C 0.60318 -0.00701 1.99952  0.1439
O 1.56166 -0.34105 2.62732  -0.4204
O -1.18109 -1.13555 0.73390  -0.7327
B -0.27876 0.02225 0.75042  0.7768
O 1.43198 -2.23002 0.84461  -0.5269
C 0.53483 -2.69255 1.58237  0.3579
C 0.78324 -3.51542 2.73471  -0.1976
C -0.21794 -3.87385 3.59771  -0.2011
C -1.55682 -3.56723 3.32350  -0.0885
C -1.89588 -2.80527 2.21713  -0.2508
C -0.89043 -2.24333 1.45966  0.2576
H 1.82605 -3.76477 2.90981  0.2532
H 0.01650 -4.43550 4.49398  0.2530
H -2.35831 -3.86266 3.99286  0.2479
H -2.93850 -2.50802 1.96277  0.2534

Energy (eV): -59110.5709
Molar mass (g mol⁻¹): 749.85
Orbital gap (alpha / beta) (Eh): 0.168 / 0.195
Strongest force on any atom (eV/Å): 4.7
Multiplicity: 3
ΔE to the lowest compared entry with this formula, charge and spin (eV): 0.6456
HOMO (alpha / beta) (eV): -14.2 / -14.9
Total charge: +2

# 4
ORCA calculation (ωB97M-V/def2-TZVPD) on an isolated ion of composition C2H3Cl2O2Si and charge -1 in a non-equilibrium geometry.

Each line ends with the natural charge from an NBO analysis.
Atoms and positions in Å:
C -0.08325 -0.83144 -0.25147  -1.0321
Si -1.32814 0.51712 -1.41983  1.0239
Cl -1.76935 -0.94709 -2.93784  -0.4911
Cl -3.09112 0.50300 -0.32649  -0.4606
C -0.98666 2.50616 -2.31983  0.7078
O -1.70227 3.38547 -1.93109  -0.6829
O -0.11281 2.39785 -3.11909  -0.6922
H -0.37542 -1.98559 -0.32865  0.2241
H 0.93090 -0.73957 -0.51335  0.1973
H -0.07958 -0.31359 0.81737  0.2057

Energy (eV): -39144.2046
Molar mass (g mol⁻¹): 158.04
Orbital gap (Eh): 0.286
Strongest force on any atom (eV/Å): 2.8
ΔE to the lowest compared entry with this formula, charge and spin (eV): 0.9100
SMILES: C[Si](Cl)(Cl)C(=O)[O-]
HOMO (eV): -4.2
Total charge: -1